20
Properties=species:S:1:pos:R:3:forces:R:3 method="wB97M-V/def2-TZVPD" smiles=CN1CCCC1.O multiplicity=1
C 1.889 -0.533 0.624 1.14 0.61 0.66
N 0.636 -0.238 -0.002 -1.27 0.39 0.81
C -0.255 0.352 1.025 -0.13 0.23 -0.06
C -1.326 1.141 0.287 0.74 0.82 -1.57
C -0.682 1.446 -1.117 0.66 -1.34 -0.20
C 0.665 0.698 -1.130 0.95 -0.13 0.89
H 2.564 0.352 0.751 -0.19 -0.09 -0.88
H 2.427 -1.341 0.130 0.07 0.01 0.19
H 1.759 -0.695 1.700 -0.33 -0.99 -0.29
H -0.640 -0.457 1.642 -0.15 -0.01 0.11
H 0.262 1.052 1.719 0.17 -0.30 -0.38
H -1.428 2.160 0.661 -0.66 -0.44 0.78
H -2.276 0.631 0.130 0.05 0.12 0.38
H -0.420 2.488 -1.235 -0.52 0.34 -0.19
H -1.296 1.076 -1.944 -0.06 0.40 0.15
H 0.945 0.168 -2.041 -0.37 0.03 -0.15
H 1.509 1.380 -0.926 -0.19 0.31 -0.22
O -1.567 -3.477 0.197 0.03 0.09 -0.30
H -1.316 -3.682 -0.713 -0.04 -0.07 0.20
H -1.451 -2.521 0.241 0.10 0.03 0.09

20
Properties=species:S:1:pos:R:3:forces:R:3 method="wB97M-V/def2-TZVPD" smiles=CCNCCCO multiplicity=1
C 1.134 -1.787 1.917 -0.14 -0.18 0.26
C 0.036 -0.744 1.983 -1.17 -0.24 0.00
N -0.646 -0.482 0.694 0.91 0.07 -0.26
C -0.340 0.835 0.143 -0.11 0.60 -0.05
C -1.085 1.056 -1.182 0.33 -0.43 0.38
C -0.331 0.502 -2.375 0.71 0.85 -0.46
O 0.640 1.442 -2.899 -0.36 -0.20 -0.13
H 0.947 -2.613 1.227 -0.31 0.12 -0.01
H 1.281 -2.237 2.900 0.17 0.08 -0.01
H 2.045 -1.309 1.606 0.60 0.05 -0.14
H -0.759 -1.026 2.681 0.19 -0.28 0.05
H 0.430 0.176 2.399 0.23 0.33 -0.07
H -0.241 -1.130 0.016 -0.36 -0.09 0.20
H 0.748 0.992 0.033 -0.01 -0.05 -0.25
H -0.638 1.634 0.827 -0.25 -0.29 0.26
H -1.266 2.121 -1.307 -0.08 0.13 -0.28
H -2.052 0.560 -1.089 -0.08 0.04 0.01
H 0.262 -0.365 -2.102 -0.22 -0.52 0.15
H -0.977 0.249 -3.219 -0.03 -0.01 0.18
H 0.813 2.125 -2.250 -0.02 0.03 0.19

20
Properties=species:S:1:pos:R:3:forces:R:3 method="wB97M-V/def2-TZVPD" smiles=CC[C@H](C)NCO multiplicity=1
C -1.452 1.736 0.851 0.76 -0.72 1.12
C -1.381 0.197 0.642 0.42 0.05 0.06
C -0.234 -0.217 -0.349 -2.08 -0.67 -1.47
C -0.771 -1.424 -1.190 -0.02 -0.11 0.55
N 1.001 -0.584 0.297 0.36 -0.69 1.20
C 2.434 -0.299 0.079 -2.54 0.17 -1.79
O 2.636 1.087 0.176 0.76 -0.32 0.40
H -0.425 2.076 0.645 -0.37 0.38 0.34
H -1.671 1.856 1.918 0.27 0.44 -0.11
H -2.159 2.402 0.356 -0.08 -0.66 -0.60
H -2.323 -0.245 0.312 -0.03 0.24 -0.09
H -1.159 -0.289 1.605 -0.03 0.28 -0.21
H -0.306 0.593 -1.084 1.30 0.26 0.13
H -0.282 -1.547 -2.165 0.04 -0.01 0.33
H -1.840 -1.305 -1.333 -0.10 0.14 -0.46
H -0.708 -2.361 -0.611 0.29 0.19 -0.18
H 0.916 -1.578 0.463 0.11 0.05 0.29
H 2.923 -0.911 0.826 0.53 0.56 0.28
H 2.706 -0.676 -0.931 0.41 0.34 0.30
H 2.094 1.489 -0.507 0.01 0.09 -0.08

20
Properties=species:S:1:pos:R:3:forces:R:3 method="wB97M-V/def2-TZVPD" smiles="C/C=C/O.CCN" multiplicity=1
C 1.670 -1.756 2.320 -0.58 -0.45 -1.31
C 0.994 -0.401 2.143 0.61 1.23 -1.28
C 1.432 0.500 1.204 -0.21 -0.39 1.75
O 0.881 1.778 1.088 0.02 -0.48 0.05
H 0.912 -2.537 2.035 0.80 0.47 0.16
H 2.540 -1.838 1.597 -0.91 -0.03 1.02
H 1.973 -2.025 3.348 0.01 0.55 -0.45
H 0.083 -0.176 2.735 0.83 0.01 -0.34
H 2.291 0.312 0.548 -0.29 -0.09 0.33
H 1.470 2.433 0.677 -0.07 -0.76 0.18
C -1.364 0.472 -2.937 -0.12 -0.94 -0.20
C -1.627 -0.058 -1.532 -0.33 -0.04 0.37
N -1.501 1.016 -0.519 1.14 -0.51 -0.27
H -0.348 0.915 -3.024 -0.67 -0.31 -0.10
H -1.530 -0.358 -3.687 0.49 0.90 0.72
H -2.131 1.207 -3.121 0.01 0.56 -0.31
H -2.670 -0.412 -1.462 0.42 -0.11 -0.18
H -0.950 -0.903 -1.327 -0.19 0.02 0.02
H -1.630 0.596 0.402 -0.24 0.12 -0.16
H -0.494 1.236 -0.486 -0.75 0.28 -0.01

20
Properties=species:S:1:pos:R:3:forces:R:3 method="wB97M-V/def2-TZVPD" charge=+1 s2=0.7546 multiplicity=2
C 1.461 0.421 -0.842 1.03 0.83 -1.36
C 0.608 0.751 0.430 -1.13 -0.73 0.09
C -0.878 0.741 0.030 0.14 -0.04 0.46
C -1.334 -0.542 -0.675 -0.38 0.36 -0.54
C -0.875 -1.789 0.041 0.48 -0.77 0.52
O -1.136 -1.648 1.433 0.16 0.75 0.17
N 1.058 1.979 0.940 2.12 -0.13 -1.55
H 1.197 1.121 -1.638 -0.12 0.03 0.05
H 1.276 -0.578 -1.226 -0.44 -0.10 0.47
H 2.546 0.487 -0.738 -0.09 0.11 0.51
H 0.882 0.006 1.144 -0.08 -0.66 0.67
H -1.505 0.789 0.922 0.35 0.39 0.21
H -0.983 1.667 -0.541 -0.60 -0.25 -0.32
H -1.005 -0.535 -1.715 0.11 -0.27 0.00
H -2.424 -0.523 -0.729 0.00 0.09 0.11
H -1.341 -2.731 -0.252 -0.21 0.32 -0.72
H 0.199 -1.915 -0.155 0.01 -0.14 0.25
H -0.810 -2.403 1.931 -0.03 -0.15 -0.14
H 2.012 1.896 1.304 -0.35 0.18 0.85
H 1.054 2.807 0.335 -0.95 0.17 0.29

21
Properties=species:S:1:pos:R:3:forces:R:3 method="wB97M-V/def2-TZVPD" charge=-1 s2=0.7586 multiplicity=2
C 1.804 -0.955 -1.610 -0.29 -0.60 -1.12
N -0.959 -1.623 -0.703 0.32 0.53 0.16
C -0.495 -0.288 -0.687 -0.39 -0.87 0.84
C 0.812 -0.027 -0.998 -0.18 0.55 -0.50
C -1.451 1.997 -0.372 -0.41 0.81 0.50
C -1.438 0.632 -0.098 0.90 -0.02 -1.01
H 1.927 -1.941 -1.146 0.10 0.18 0.48
H 2.768 -0.464 -1.677 0.30 -0.08 0.23
H 1.583 -1.252 -2.666 -0.13 0.26 0.15
H -0.442 -2.376 -1.108 0.04 -0.11 0.05
H -1.847 -1.764 -0.270 -0.23 -0.40 -0.07
H 1.024 1.021 -1.123 0.25 0.29 0.29
H -1.191 2.456 -1.319 0.28 -0.33 -0.10
H -1.973 2.685 0.297 0.00 -0.23 -0.08
H -1.966 0.227 0.750 -0.42 -0.05 0.23
H 0.179 1.595 1.587 -0.18 0.38 -0.29
H 0.592 3.011 2.065 -0.17 -0.34 -0.28
O 0.204 2.179 2.361 0.30 -0.08 0.60
H 0.257 -1.130 2.792 0.05 0.19 -0.28
H 0.430 -1.966 1.498 -0.18 0.40 -0.11
O 0.181 -2.015 2.428 0.04 -0.47 0.33

21
Properties=species:S:1:pos:R:3:forces:R:3 method="wB97M-V/def2-TZVPD" multiplicity=1
N -1.230 1.092 -0.553 2.95 -1.37 1.22
C -0.892 -0.341 -0.161 0.13 2.00 0.18
C 0.469 -0.857 -0.473 -0.44 2.51 -0.58
C 1.605 -0.150 -0.077 2.25 0.23 3.03
C 2.990 -0.320 -0.309 -1.40 -0.16 -1.98
C 4.147 0.368 0.391 -0.96 0.40 0.66
H -1.027 1.407 -1.484 0.19 -0.63 -0.35
H -0.937 -0.355 0.982 -0.16 -0.08 -0.96
H -1.680 -0.961 -0.485 -0.69 -1.17 -0.29
H 0.585 -1.680 -1.113 0.04 -1.40 -0.65
H 1.395 0.386 0.878 0.05 0.46 -1.05
H 3.226 -0.895 -1.248 0.02 0.37 1.07
H 4.801 -0.364 0.893 -0.25 0.02 -0.33
H 3.743 1.035 1.181 0.26 -0.38 -0.41
H 4.806 0.995 -0.253 -0.67 -0.66 0.02
H -3.983 -1.743 1.425 1.05 2.98 -1.69
H -2.191 1.287 -0.315 -1.54 -0.04 0.33
O -3.457 -0.918 1.081 -0.31 -2.83 1.80
H -3.760 -0.216 0.367 -0.59 0.07 -0.15
H -4.752 1.218 -0.225 -0.13 0.42 0.05
O -3.860 1.012 -0.503 0.17 -0.75 0.06

21
Properties=species:S:1:pos:R:3:forces:R:3 method="wB97M-V/def2-TZVPD" smiles="CCCCC(N)=O.O" multiplicity=1
C -1.892 -1.504 -1.650 -1.60 -1.99 0.10
C -1.019 -0.386 -1.347 2.05 3.09 0.78
C -0.960 0.125 0.244 -2.89 -2.08 -2.19
C -0.176 1.367 0.270 0.83 0.65 -2.91
C 1.308 1.083 0.329 0.03 2.61 2.40
N 1.902 2.318 0.755 3.69 -2.56 1.08
O 1.936 0.054 0.388 -0.52 0.23 -0.74
H -1.429 -2.277 -2.247 0.31 -0.01 -0.53
H -2.794 -1.170 -2.217 0.33 -0.58 0.93
H -2.077 -2.067 -0.719 -0.79 0.25 -0.30
H 0.049 -0.620 -1.707 -1.39 0.72 0.78
H -1.414 0.495 -1.927 0.84 -0.53 0.50
H -2.040 0.171 0.655 1.65 0.24 -0.76
H -0.508 -0.743 0.712 0.36 0.25 0.59
H -0.365 1.982 -0.679 0.24 -0.99 0.78
H -0.218 2.181 0.954 -1.25 -0.24 1.37
H 2.572 2.109 1.535 -0.16 0.01 -1.60
H 1.494 3.149 1.071 -1.77 0.94 -0.31
O 2.165 -2.417 1.938 -2.56 1.36 3.29
H 1.995 -1.984 1.123 0.13 0.67 -1.62
H 1.471 -1.866 2.519 2.47 -2.04 -1.63

21
Properties=species:S:1:pos:R:3:forces:R:3 method="wB97M-V/def2-TZVPD" multiplicity=1
N -0.806 1.807 0.301 -0.19 1.68 0.66
C 0.498 1.193 0.248 0.51 2.10 -0.53
C 1.342 -1.379 -1.968 0.06 1.22 1.68
C 2.197 -1.233 -0.929 1.83 -1.08 0.07
C 1.829 -0.859 0.360 -1.96 1.88 0.55
C 0.463 -0.287 0.674 2.36 -0.73 0.87
H -2.817 -0.189 0.327 0.51 -0.13 -1.03
H -0.889 2.844 0.481 1.13 -1.47 -0.41
H 0.787 1.171 -0.787 0.25 -0.16 -0.89
H 1.336 1.796 0.720 -0.69 -0.72 0.02
H 1.904 -1.409 -2.881 -0.99 -0.47 -0.97
H -0.343 -0.761 0.142 -0.69 -0.14 0.03
H 3.272 -1.422 -1.138 -0.73 0.29 0.32
H 2.590 -0.678 1.126 -0.11 -0.45 -0.26
H 0.386 -0.283 1.768 -0.67 -0.24 -0.21
H -3.105 0.424 -1.105 0.45 -1.00 0.38
H 0.284 -1.251 -1.698 0.17 -0.33 -1.21
O -2.791 -0.422 -0.711 -0.53 1.06 0.67
H -1.349 1.430 1.075 -0.74 -1.11 0.21
H -2.374 -0.741 2.198 -0.16 3.59 -1.23
O -2.414 0.248 1.797 0.18 -3.79 1.28

21
Properties=species:S:1:pos:R:3:forces:R:3 method="wB97M-V/def2-TZVPD" smiles="CCNCCC=O.O" multiplicity=1
C 0.832 0.939 2.167 1.84 0.80 -1.31
C 1.638 0.736 0.789 0.36 0.40 0.40
N 0.921 0.236 -0.398 -1.93 -0.25 0.71
C -0.031 -0.738 0.114 -0.70 -2.23 0.15
C -0.384 -1.812 -0.944 0.29 -0.93 1.14
C -0.982 -1.262 -2.228 1.49 -2.51 0.95
O -1.392 -0.151 -2.249 -0.90 1.42 -1.19
H 1.587 0.771 2.995 -1.13 0.54 -0.77
H 0.408 1.942 2.117 0.03 0.04 0.65
H 0.017 0.247 2.247 -0.13 -0.33 0.24
H 2.431 0.028 1.105 -0.34 0.00 -0.88
H 2.169 1.613 0.368 -0.23 0.01 1.07
H 0.173 0.887 -0.775 2.14 0.13 0.70
H -0.938 -0.241 0.535 0.56 -0.55 -0.36
H 0.394 -1.399 0.918 -0.11 0.98 -0.44
H 0.539 -2.489 -0.957 -1.27 0.86 -1.02
H -1.170 -2.474 -0.477 0.45 0.46 -0.59
H -1.053 -1.956 -3.103 -0.05 0.44 0.22
O -1.806 1.610 -0.397 -0.09 0.02 0.21
H -1.653 2.519 -0.668 -0.08 -0.15 -0.28
H -1.699 0.993 -1.160 -0.22 0.84 0.38

21
Properties=species:S:1:pos:R:3:forces:R:3 method="wB97M-V/def2-TZVPD" smiles="C[C@@H](N)CCC=O.O" multiplicity=1
C 1.636 -1.270 0.593 -0.69 1.71 -0.72
C 0.136 -0.847 0.507 1.18 1.54 -0.06
N -0.495 -0.632 1.801 -0.89 -0.42 -0.17
C 0.053 0.569 -0.193 -0.27 -0.95 0.44
C -1.221 0.928 -1.001 0.20 -0.11 -0.01
C -2.032 -0.176 -1.661 1.18 0.79 -0.42
O -2.344 -0.107 -2.826 -0.29 -0.42 0.45
H 2.134 -0.606 1.309 -0.18 -1.06 0.55
H 2.134 -0.860 -0.292 -0.04 -0.79 -0.42
H 1.729 -2.343 0.644 0.44 -0.17 0.47
H -0.361 -1.592 -0.096 -0.54 -0.23 0.12
H 0.051 -0.002 2.371 0.07 -0.17 0.07
H -0.777 -1.451 2.318 0.31 -0.09 -0.01
H 0.067 1.283 0.632 0.43 0.08 -0.13
H 0.969 0.691 -0.774 -0.31 0.20 -0.27
H -1.920 1.452 -0.343 -0.05 -0.03 0.07
H -0.919 1.631 -1.780 -0.28 -0.01 -0.05
H -2.260 -1.040 -1.021 -0.38 -0.17 -0.06
O 2.875 1.318 1.632 -0.36 -0.73 -1.58
H 3.009 2.057 1.012 0.11 -0.08 1.43
H 2.989 1.422 2.567 0.37 1.14 0.28

21
Properties=species:S:1:pos:R:3:forces:R:3 method="wB97M-V/def2-TZVPD" smiles="CCCC(=O)NC.O" multiplicity=1
C 0.238 2.540 0.127 -0.48 -0.54 0.55
C 0.223 1.626 -1.103 0.29 0.52 -0.17
C -0.697 0.427 -0.926 -0.20 -0.16 0.66
C -0.464 -0.290 0.401 -0.07 0.06 0.00
O -1.290 -0.203 1.297 -0.08 -0.05 0.06
N 0.691 -0.986 0.595 -0.23 -0.04 -0.49
C 1.647 -1.307 -0.455 -0.38 -0.38 0.21
H 0.391 3.590 -0.097 0.46 0.01 -0.13
H 0.945 2.164 0.875 0.08 0.33 -0.16
H -0.728 2.502 0.636 -0.11 -0.04 -0.10
H -0.120 2.205 -1.956 -0.10 -0.03 -0.21
H 1.248 1.327 -1.342 -0.07 -0.10 0.00
H -0.691 -0.270 -1.762 0.27 -0.03 -0.13
H -1.723 0.773 -0.830 -0.07 0.12 -0.06
H 0.627 -1.609 1.386 0.14 0.08 0.05
H 1.214 -1.142 -1.434 0.02 0.27 -0.10
H 1.859 -2.374 -0.431 0.24 -0.01 0.16
H 2.558 -0.729 -0.341 0.21 0.00 -0.10
O -1.774 -3.092 1.702 -0.09 -0.06 0.16
H -2.463 -2.650 1.197 0.04 0.00 -0.16
H -1.691 -2.504 2.462 0.13 0.04 -0.01

Energy relative to the best compared isomer or geometry (same formula, charge and spin) values, unit kcal/mol, following the record order: 32.3; 31.3; 47.1; 44.1; 34.9; 42.8; 164.4; 53.2; 163.5; 59.2; 49.8; 12.6.
E_tot values, unit eV, following the record order: -8932.6106; -8932.6533; -8931.9664; -8932.0967; -8924.2380; -10979.0786; -10974.7486; -10979.5732; -10974.7911; -10979.3133; -10979.7180; -10981.3316.